Record 1
C6H11NO | wB97M-V/def2-TZVPD

Summary:
Orbital gap, eV: 9.84
SMILES: C/C=C/C[C@H](N)C=O
HOMO, eV: -8.88
Max |F|, eV Å⁻¹: 3.4
Molecular weight, g/mol: 113.2
Energy above the lowest of the compared OMol25 structures with the same formula, charge and spin, kcal per mole: 47.6

Cartesian coordinates (Å):
H 1.557 2.442 0.082
C 0.961 1.653 0.614
C -0.930 0.355 -0.563
H -0.521 0.345 -1.565
H -2.007 0.232 -0.457
O 1.503 0.960 1.423
C 0.768 -3.115 0.169
H -0.098 3.276 -1.009
N -0.853 2.784 -0.535
C 0.244 -1.832 -0.445
C -0.526 1.607 0.236
H 1.071 -3.824 -0.607
H -1.270 3.601 -0.101
H 0.147 -3.621 0.901
H 1.671 -2.860 0.705
H -1.125 1.643 1.163
H -0.582 -0.971 1.283
H 0.389 -1.791 -1.519
C -0.399 -0.885 0.225

natural (NBO) atomic charge list, values in e, 5 entries:
1. H 0.09
2. C 0.44
3. C -0.41
4. H 0.22
5. H 0.22

***

Record 2
C3H4ClFS2 | wB97M-V/def2-TZVPD

Summary:
Orbital gap, eV: 8.47
SMILES: F[C@@H](Cl)CC(=S)S
HOMO, eV: -9.10
Max |F|, eV Å⁻¹: 4.1
Molecular weight, g/mol: 158.7
Energy above the lowest of the compared OMol25 structures with the same formula, charge and spin, kcal per mole: 31.6

Cartesian coordinates (Å):
Cl 1.577 -1.416 -1.092
H 0.279 -1.380 1.020
F 2.483 0.671 0.523
C -1.282 -0.165 0.004
S -1.227 1.338 -0.848
H 1.003 0.945 -0.713
C 0.173 -0.302 0.866
C 1.241 0.056 -0.180
H 0.317 0.485 1.791
H -2.431 1.280 -1.393
S -2.131 -1.511 0.024

natural (NBO) atomic charge list, values in e, 5 entries:
1. Cl 0.01
2. H 0.25
3. F -0.41
4. C -0.35
5. S 0.12

***

Record 3
C11H14NO3 | wB97M-V/def2-TZVPD

Summary:
Orbital gap (alpha / beta), eV: 6.18 / 6.18
HOMO (alpha / beta), eV: -3.35 / -3.35
Max |F|, eV Å⁻¹: 1.8
Molecular weight, g/mol: 208.2
Energy above the lowest of the compared OMol25 structures with the same formula, charge and spin, kcal per mole: 25.6
Total charge: -1

Cartesian coordinates (Å):
C -2.164 2.207 -0.611
O 1.917 -2.322 -1.403
H -0.433 -0.243 -2.463
C 0.153 1.465 2.006
C 0.560 -0.627 -2.332
C 1.541 1.476 -0.078
H 1.891 -1.147 0.582
C 0.846 -1.680 -1.520
H 1.926 0.871 -0.897
H -2.807 2.985 -0.893
C -0.616 0.209 0.052
O -3.049 -1.824 -1.264
H 1.327 -0.230 -2.979
H -0.977 -2.821 -1.020
H 0.979 2.309 -0.495
C 0.642 0.615 0.814
O -3.271 -0.662 0.652
N -1.096 -0.977 -0.190
H -0.585 0.915 2.586
C 1.450 -0.554 1.377
C -1.484 1.287 -0.234
H 2.260 -0.162 1.994
H 0.994 1.712 2.654
C -2.754 -1.176 -0.303
H 0.824 -1.187 2.002
C -0.310 -2.104 -0.527
H 2.380 1.869 0.496
H -0.309 2.389 1.663
H 0.162 -2.594 0.331

natural (NBO) atomic charge list, values in e, 5 entries:
1. C -0.16
2. O -0.76
3. H 0.19
4. C -0.60
5. C -0.74

***

For each record above, in turn, the calculated calculated total energy values are -9936.39069, -40084.22224, -19264.97657 eV.